[1]
{"formula": "C4H12", "method": "ωB97M-V/def2-TZVPD", "symbols": ["C", "C", "H", "H", "H", "H", "H", "H", "C", "C", "H", "H", "H", "H", "H", "H"], "positions_angstrom": [[-0.208, 0.645, -2.678], [-1.334, -0.394, -2.500], [0.349, 0.367, -3.586], [-0.642, 1.606, -2.942], [0.606, 0.739, -1.964], [-1.121, -1.335, -2.989], [-1.420, -0.637, -1.432], [-2.299, 0.039, -2.734], [1.465, -0.254, 2.344], [0.002, -0.052, 2.807], [1.935, -1.198, 2.606], [1.624, -0.061, 1.286], [2.044, 0.483, 2.907], [-0.170, -0.757, 3.620], [-0.741, -0.140, 2.026], [-0.089, 0.947, 3.229]], "atomic_forces_ev_per_a": [[0.1726, -0.3820, -1.9201], [0.6770, 0.4135, 1.8680], [-0.1398, 0.1170, -0.0031], [0.1778, 0.2527, 0.4400], [-0.5328, -0.0777, 0.6543], [-0.2158, -0.0385, -0.3880], [-0.0314, -0.0795, -0.0927], [-0.1042, -0.2061, -0.5472], [0.0690, 0.8302, 0.3900], [0.8669, -0.2373, 0.2889], [-0.4187, -0.3232, -0.1377], [-0.0417, -0.0100, -0.0506], [0.2380, -0.0076, -0.2761], [-0.4716, 0.0112, -0.0855], [-0.0983, -0.3191, -0.1163], [-0.1470, 0.0563, -0.0238]], "mulliken_charge": [-0.78, -0.68, 0.25, 0.26, 0.26, 0.27, 0.15, 0.28, -0.72, -0.71, 0.28, 0.19, 0.25, 0.25, 0.22, 0.25], "smiles": "CC.CC", "gap_ev": 12.6, "energy_ev": -4342.0652, "relative_energy_ev": 0.463, "homo_energy_ha": -0.4248, "largest_force_ha_per_bohr": 0.039}

=====

[2]
{"formula": "C4H12", "method": "ωB97M-V/def2-TZVPD", "symbols": ["C", "C", "H", "H", "H", "H", "H", "H", "C", "C", "H", "H", "H", "H", "H", "H"], "positions_angstrom": [[-0.634, -1.739, -0.875], [-2.097, -1.990, -1.265], [0.054, -2.532, -1.196], [-0.224, -0.811, -1.277], [-0.542, -1.813, 0.208], [-2.684, -1.098, -1.069], [-2.493, -2.803, -0.671], [-2.154, -2.296, -2.294], [0.733, 1.537, 0.741], [1.944, 2.248, 1.371], [-0.045, 2.284, 0.685], [0.990, 1.058, -0.208], [0.462, 0.650, 1.324], [2.344, 3.002, 0.692], [1.565, 2.722, 2.281], [2.783, 1.582, 1.553]], "atomic_forces_ev_per_a": [[0.2285, -0.7636, 0.1470], [0.8958, 0.0740, 0.3286], [-0.3399, -0.0054, -0.3432], [-0.1685, 0.0722, 0.2691], [0.0608, 0.6677, 0.1505], [-0.1971, 0.0044, -0.1728], [-0.2000, -0.1869, 0.1712], [-0.2876, 0.1234, -0.5570], [1.2140, -0.7238, 0.1845], [-0.4042, -0.1283, -0.3853], [-0.5579, -0.3358, -0.3626], [-0.1730, 0.6506, -0.2947], [-0.3941, 0.4938, 0.3546], [-0.2074, 0.2230, 0.0956], [0.6179, -0.0013, 0.0265], [-0.0873, -0.1641, 0.3880]], "mulliken_charge": [-0.73, -0.88, 0.33, 0.19, 0.25, 0.28, 0.28, 0.28, -0.70, -0.92, 0.30, 0.22, 0.24, 0.27, 0.26, 0.32], "smiles": "CC.CC", "gap_ev": 12.8, "energy_ev": -4342.2785, "relative_energy_ev": 0.250, "homo_energy_ha": -0.4284, "largest_force_ha_per_bohr": 0.028}

=====

[3]
{"formula": "C4H12", "method": "ωB97M-V/def2-TZVPD", "symbols": ["C", "C", "H", "H", "H", "H", "H", "H", "C", "C", "H", "H", "H", "H", "H", "H"], "positions_angstrom": [[-1.642, -0.615, -1.116], [-1.192, -1.113, -2.466], [-1.093, -1.035, -0.269], [-1.644, 0.505, -1.069], [-2.671, -0.887, -0.995], [-0.153, -0.943, -2.757], [-1.855, -0.630, -3.212], [-1.337, -2.209, -2.591], [0.964, 0.455, 2.240], [2.039, 1.251, 1.423], [1.204, -0.237, 3.037], [0.368, 1.231, 2.726], [0.455, -0.106, 1.406], [2.582, 1.895, 2.123], [1.401, 1.867, 0.773], [2.575, 0.569, 0.748]], "atomic_forces_ev_per_a": [[0.3050, 0.9734, 0.2810], [-0.4529, -0.6549, -1.1150], [0.0735, 0.1724, -0.1099], [0.3234, -0.9015, 0.0783], [-0.6658, -0.2490, 0.2369], [-0.0745, 0.3428, 0.2870], [0.5394, -0.3031, 0.0906], [-0.0478, 0.6181, 0.2502], [-0.1606, 0.3205, -1.6939], [-1.3008, -0.6511, 0.7326], [0.8224, -0.1949, -0.1142], [-0.6012, -0.3389, -0.3040], [-0.3162, 0.4694, 1.3739], [0.5483, -0.2410, -0.6767], [0.5058, 0.1555, 0.1055], [0.5019, 0.4823, 0.5777]], "mulliken_charge": [-0.70, -0.83, 0.17, 0.26, 0.30, 0.29, 0.24, 0.26, -0.53, -0.81, 0.33, 0.24, -0.03, 0.29, 0.22, 0.29], "smiles": "CC.CC", "gap_ev": 12.4, "energy_ev": -4342.0040, "relative_energy_ev": 0.524, "homo_energy_ha": -0.4179, "largest_force_ha_per_bohr": 0.034}

=====

[4]
{"formula": "C4H12", "method": "ωB97M-V/def2-TZVPD", "symbols": ["C", "C", "H", "H", "H", "H", "H", "H", "C", "C", "H", "H", "H", "H", "H", "H"], "positions_angstrom": [[-0.180, 0.649, 2.089], [0.790, 1.749, 1.620], [-0.527, 0.002, 1.275], [0.270, -0.179, 2.646], [-1.073, 0.924, 2.645], [1.461, 1.586, 0.784], [0.078, 2.458, 1.172], [1.143, 2.211, 2.539], [-0.679, -1.219, -2.508], [0.070, -1.176, -1.201], [-1.029, -0.211, -2.789], [-0.077, -1.477, -3.376], [-1.617, -1.763, -2.410], [1.148, -1.107, -1.406], [-0.159, -0.334, -0.560], [0.152, -2.060, -0.561]], "atomic_forces_ev_per_a": [[0.5701, -2.3742, -0.7872], [-2.7680, 0.6439, 0.4570], [-0.3274, 0.6802, -0.3086], [0.4911, 0.4975, 0.5860], [0.2324, 0.6614, -0.0252], [0.5495, -0.7019, 0.5590], [0.3469, 0.4180, 0.1537], [0.8635, 0.2185, -0.4419], [-1.0406, 1.0142, -0.1078], [2.1535, -0.2122, 0.3201], [0.2009, -0.0698, 0.3416], [-0.0566, -0.7448, 0.1719], [0.1871, -0.4699, -0.3757], [-0.0710, 0.5911, -0.1781], [-0.2814, 0.0868, -0.0979], [-1.0501, -0.2386, -0.2669]], "mulliken_charge": [-0.82, -0.77, 0.17, 0.29, 0.32, 0.32, 0.23, 0.28, -0.93, -0.58, 0.29, 0.29, 0.26, 0.30, -0.04, 0.38], "smiles": "CC.CC", "gap_ev": 12.4, "energy_ev": -4341.7077, "relative_energy_ev": 0.821, "homo_energy_ha": -0.4155, "largest_force_ha_per_bohr": 0.056}

=====

[5]
{"formula": "C4H12", "method": "ωB97M-V/def2-TZVPD", "symbols": ["C", "C", "H", "H", "H", "H", "H", "H", "C", "C", "H", "H", "H", "H", "H", "H"], "positions_angstrom": [[1.310, -1.417, -1.066], [0.523, -0.276, -1.692], [1.465, -2.253, -1.752], [2.311, -1.104, -0.769], [0.851, -1.849, -0.176], [1.049, 0.672, -1.683], [-0.440, -0.177, -1.189], [0.219, -0.469, -2.720], [-1.268, 1.509, 1.133], [-0.607, 0.234, 1.676], [-1.394, 2.277, 1.888], [-0.632, 1.920, 0.339], [-2.173, 1.278, 0.573], [-0.435, 0.262, 2.753], [0.391, 0.050, 1.285], [-1.170, -0.658, 1.400]], "atomic_forces_ev_per_a": [[0.6472, -0.4696, -0.0716], [-0.8448, -0.2507, -0.0752], [-0.0919, 0.0836, -0.0613], [0.0023, 0.0667, 0.0282], [-0.1607, 0.1815, -0.0167], [0.0022, 0.1273, 0.1454], [0.1137, 0.3517, 0.1957], [0.3419, -0.1224, -0.1897], [0.8844, -0.3144, -0.9550], [0.2797, -0.1678, 0.1472], [-0.3334, 0.0189, 0.0092], [0.0637, 0.1970, 0.2855], [-0.3877, 0.1223, 0.5257], [-0.4528, -0.0751, 0.0376], [0.0743, 0.2704, -0.3036], [-0.1380, -0.0195, 0.2986]], "mulliken_charge": [-0.92, -0.67, 0.32, 0.27, 0.27, 0.26, 0.12, 0.35, -0.85, -0.78, 0.31, 0.23, 0.27, 0.38, 0.15, 0.28], "smiles": "CC.CC", "gap_ev": 12.7, "energy_ev": -4342.2078, "relative_energy_ev": 0.320, "homo_energy_ha": -0.4220, "largest_force_ha_per_bohr": 0.026}

=====

[6]
{"formula": "C4H12", "method": "ωB97M-V/def2-TZVPD", "symbols": ["C", "C", "H", "H", "H", "H", "H", "H", "C", "C", "H", "H", "H", "H", "H", "H"], "positions_angstrom": [[1.048, 1.315, -1.116], [0.930, 1.858, 0.309], [1.147, 0.234, -1.191], [0.241, 1.570, -1.796], [1.999, 1.694, -1.497], [1.193, 2.912, 0.272], [1.582, 1.332, 1.005], [-0.077, 1.765, 0.719], [-0.338, -1.960, 0.450], [-1.672, -1.235, 0.383], [-0.215, -2.871, -0.127], [0.425, -1.311, 0.002], [-0.042, -2.029, 1.495], [-1.802, -0.576, 1.234], [-2.478, -1.980, 0.403], [-1.942, -0.718, -0.543]], "atomic_forces_ev_per_a": [[0.7888, -0.2803, 0.0595], [-0.5892, -0.2452, -0.2861], [-0.1144, -0.1439, 0.3103], [-0.0816, 0.4153, 0.0980], [-0.1717, 0.0504, -0.4030], [-0.0073, 0.1127, 0.3441], [0.2212, 0.0884, -0.0908], [-0.0337, 0.0493, -0.0865], [0.9472, 1.5274, -0.5286], [-1.1788, -1.1167, -0.4426], [-0.5178, -0.3513, 0.3405], [0.0236, 0.0275, 0.1968], [0.0315, -0.6577, -0.0177], [-0.0373, 0.1945, -0.0303], [-0.0141, 0.0654, 0.5124], [0.7337, 0.2643, 0.0240]], "mulliken_charge": [-0.83, -0.80, 0.25, 0.23, 0.32, 0.33, 0.26, 0.24, -0.58, -0.87, 0.33, 0.01, 0.26, 0.27, 0.31, 0.26], "smiles": "CC.CC", "gap_ev": 12.5, "energy_ev": -4342.2223, "relative_energy_ev": 0.306, "homo_energy_ha": -0.4160, "largest_force_ha_per_bohr": 0.036}

=====

Number 3 is which compound? C4H12